[1]
{
  "formula": "C5H30O10S2",
  "method": "wB97M-V/def2-TZVPD",
  "lumo_ev": -0.31,
  "smiles": "CCSSCCCO.O.O.O.O.O.O.O.O.O",
  "species": ["C", "C", "O", "C", "S", "S", "C", "C", "H", "H", "H", "H", "H", "H", "H", "H", "H", "H", "H", "H", "H", "H", "O", "H", "H", "O", "H", "H", "O", "H", "H", "O", "H", "H", "O", "H", "H", "O", "H", "H", "O", "H", "H", "O", "H", "H", "O"],
  "xyz": [[-1.042, 1.584, 0.934], [-1.198, 1.538, -0.622], [-2.354, 2.075, -1.042], [-1.177, 0.279, 1.713], [-0.376, -0.167, 3.325], [1.577, -0.259, 3.015], [1.868, -1.819, 2.025], [2.617, -1.464, 0.804], [0.034, 1.864, 1.174], [-1.756, 2.429, 1.244], [-0.471, 2.289, -1.053], [-1.037, 0.547, -1.019], [-3.185, 1.590, -0.839], [-2.181, 0.181, 2.116], [-0.976, -0.454, 0.938], [0.937, -2.413, 2.058], [2.703, -2.241, 2.728], [1.980, -1.040, -0.073], [3.095, -2.289, 0.217], [3.564, -0.864, 0.870], [-1.672, -1.991, 0.027], [-1.533, -2.220, -1.495], [-1.037, -2.363, -0.714], [1.430, 1.874, -1.194], [2.037, 2.687, -2.409], [2.252, 1.911, -1.876], [-2.213, 3.366, -2.466], [-1.630, 3.541, -3.807], [-1.495, 3.802, -2.872], [-0.766, 0.294, -4.554], [-1.762, 0.585, -3.577], [-1.186, -0.069, -3.833], [3.051, -0.501, -4.280], [2.936, 0.945, -3.810], [3.297, 0.348, -4.455], [-0.491, 4.322, -1.580], [0.840, 5.030, -1.337], [0.351, 4.115, -1.069], [-0.584, -3.666, 0.837], [0.074, -4.565, 1.908], [-0.675, -4.185, 1.663], [-4.102, -0.181, 1.303], [-4.775, -0.785, -0.038], [-3.904, -0.640, 0.444], [2.074, -3.362, -0.022], [1.743, -4.582, -0.974], [1.881, -4.281, -0.177]],
  "forces_ev_per_a": [[1.3, 1.6, 0.8], [2.9, 0.2, 1.5], [-4.5, 0.9, -1.2], [-0.9, 0.0, -0.1], [-0.8, 0.5, -0.7], [0.7, 0.0, -0.6], [2.2, 0.2, 3.4], [0.4, 0.4, -4.7], [-1.2, 0.4, -0.5], [1.2, -1.2, 0.0], [-0.4, -1.5, 0.6], [0.3, -0.5, -0.2], [1.2, 0.0, 0.2], [-0.4, -0.3, -0.4], [0.0, -0.7, 0.5], [0.7, 0.2, -0.5], [-1.8, -0.1, -1.1], [0.8, -0.1, 1.7], [-0.3, 0.0, 1.0], [-1.3, 0.1, 0.7], [1.7, -1.1, -2.2], [-0.7, 0.2, -1.4], [-1.1, 1.0, 3.7], [3.0, 0.3, -2.5], [-0.2, 0.1, 0.3], [-2.7, -0.4, 2.1], [-1.4, -1.0, 1.5], [0.5, 0.6, 0.6], [0.4, 0.5, -2.6], [1.8, 1.0, -2.6], [-2.2, 2.3, 1.3], [0.5, -3.3, 1.4], [-1.2, -3.4, 1.1], [-0.4, 0.0, 0.8], [1.5, 3.3, -1.7], [1.2, -0.8, 0.7], [-1.2, -3.3, 1.3], [0.7, 4.6, -1.7], [0.4, -0.9, 0.5], [5.3, -2.5, 1.1], [-5.8, 3.2, -1.8], [0.0, -0.8, -1.3], [1.5, 0.3, 1.2], [-1.6, 0.4, -0.1], [-0.2, 0.2, -1.0], [-1.0, -1.5, -6.6], [0.9, 0.9, 7.5]],
  "mulliken_charge": [-0.1082, 0.5004, -0.6121, 0.4353, -0.0744, -0.1072, -0.0302, -1.2590, 0.1711, 0.2678, -0.6172, 0.4182, 0.2767, -0.1340, -0.4294, 0.1290, 0.2432, 0.3489, 0.4979, 0.3526, 0.2935, 0.2807, -0.7158, 0.3800, 0.3274, -0.6512, 0.2735, 0.2850, -0.6459, 0.2768, 0.2702, -0.5538, 0.2760, 0.3403, -0.6192, 0.3281, 0.3003, -0.6341, 0.3654, 0.2834, -0.6211, 0.3340, 0.2803, -0.5818, 0.1906, 0.2281, -0.5602]
}



[2]
{
  "formula": "C5H31N2O11",
  "method": "wB97M-V/def2-TZVPD",
  "charge": 1,
  "lumo_ev": -2.50,
  "species": ["O", "C", "C", "C", "C", "C", "N", "N", "H", "H", "H", "H", "H", "H", "H", "H", "H", "H", "H", "H", "H", "O", "H", "H", "O", "H", "H", "O", "H", "H", "O", "H", "H", "O", "H", "H", "O", "H", "H", "O", "H", "H", "O", "H", "H", "O", "H", "H", "O"],
  "xyz": [[-0.006, 1.255, 0.872], [-0.553, 1.443, -0.194], [-0.408, 0.582, -1.408], [0.463, -0.663, -1.296], [1.858, -0.057, -0.931], [2.817, 0.498, -1.675], [3.674, 1.552, -1.459], [2.151, -0.355, 0.499], [-1.224, 2.325, -0.401], [-1.469, 0.341, -1.638], [-0.105, 1.318, -2.168], [0.068, -1.475, -0.697], [0.554, -1.127, -2.281], [2.399, 0.613, -2.694], [4.108, 1.925, -2.280], [3.779, 2.075, -0.609], [1.488, -1.072, 0.812], [3.037, -0.849, 0.572], [2.047, 0.477, 1.076], [2.089, 4.239, 1.716], [1.474, 2.894, 1.348], [2.012, 3.600, 1.002], [-2.866, -3.223, 1.298], [-2.065, -4.499, 1.252], [-1.974, -3.544, 1.332], [1.320, -3.405, -0.837], [2.394, -4.175, -0.063], [1.940, -3.340, -0.104], [-1.273, -3.303, -0.827], [-1.885, -3.345, -2.156], [-1.017, -3.194, -1.760], [-4.543, -0.261, -2.614], [-3.662, 1.043, -2.779], [-3.875, 0.301, -2.217], [0.094, 0.122, 2.862], [-1.197, 0.965, 3.069], [-0.288, 0.856, 3.341], [-3.275, 3.096, -2.371], [-2.277, 4.006, -1.694], [-2.399, 3.126, -2.048], [-4.197, 1.187, 0.249], [-4.503, 2.649, 0.626], [-3.792, 2.042, 0.403], [-0.410, -2.607, 2.223], [1.069, -2.928, 2.222], [0.460, -2.181, 2.236], [2.941, 1.049, 3.550], [2.397, -0.310, 3.662], [2.629, 0.337, 2.979]],
  "forces_ev_per_a": [[0.1, 0.2, -0.6], [-0.2, 0.6, -0.4], [-1.8, -0.2, 0.2], [2.0, 1.8, -1.7], [0.1, -2.9, 1.7], [-3.0, 2.6, -1.7], [0.9, -1.0, 0.2], [-0.2, -0.2, -0.9], [0.5, -0.7, 0.6], [0.4, 0.0, -0.2], [0.1, -0.5, -0.2], [0.3, 0.5, 0.7], [-0.1, 0.2, -0.1], [0.7, -0.7, 0.0], [0.2, 0.1, 0.1], [-0.1, -0.2, 0.2], [-0.3, 0.3, 0.4], [0.4, 0.6, 0.3], [0.3, -0.3, 0.6], [0.0, 0.0, 0.0], [-0.6, -0.4, 0.3], [0.5, 0.2, -0.3], [-0.8, 0.4, 0.1], [0.1, -0.1, 0.1], [0.7, -0.4, -0.3], [-0.1, -0.1, -0.2], [0.3, -0.6, -0.1], [-0.2, 0.6, 0.2], [0.4, 0.1, 0.1], [0.3, 0.0, -0.6], [-0.8, -0.3, 0.6], [0.0, 0.3, -0.4], [-0.2, 0.0, -0.4], [0.2, -0.5, 0.9], [-0.2, -0.1, -0.3], [-0.1, -0.1, -0.3], [0.3, 0.2, 1.3], [-1.5, 0.2, -0.4], [0.0, 0.3, 0.1], [1.6, -0.2, 0.0], [-0.2, -0.1, -0.2], [-0.1, -0.1, 0.1], [0.2, 0.2, 0.2], [-0.1, 0.1, -0.1], [0.1, 0.0, -0.1], [0.1, 0.0, 0.1], [0.0, 0.4, -0.3], [-0.2, -0.2, -0.3], [0.3, -0.1, 1.0]],
  "mulliken_charge": [-0.2625, -0.0782, -0.4481, -0.3564, -0.0088, -0.1478, -0.3992, 0.3724, 0.2822, 0.2045, 0.5328, -0.2427, 0.3753, 0.2973, 0.2193, 0.1730, -0.1493, 0.4032, 0.3864, 0.2934, 0.2992, -0.6139, 0.2902, 0.3064, -0.6168, 0.2900, 0.2721, -0.5286, 0.3069, 0.2765, -0.5918, 0.2820, 0.2712, -0.5785, 0.3097, 0.2775, -0.6771, 0.2553, 0.2745, -0.5393, 0.2887, 0.2670, -0.5249, 0.2307, 0.2623, -0.5143, 0.2659, 0.2643, -0.5522]
}



[3]
{
  "formula": "C5H31N2O9",
  "method": "wB97M-V/def2-TZVPD",
  "charge": 1,
  "lumo_ev": -2.37,
  "species": ["C", "N", "C", "C", "C", "O", "C", "N", "H", "H", "H", "H", "H", "H", "H", "H", "H", "H", "H", "H", "H", "H", "H", "H", "H", "O", "H", "H", "O", "H", "H", "O", "H", "H", "O", "H", "H", "O", "H", "H", "O", "H", "H", "O", "H", "H", "O"],
  "xyz": [[1.167, 3.050, 0.303], [-0.167, 2.600, 0.741], [-0.255, 2.437, 2.166], [-0.080, 0.924, 2.487], [-0.624, 0.385, 3.716], [-0.595, 0.075, 1.411], [1.947, 1.763, -0.159], [0.927, 0.864, -0.935], [1.731, 3.703, 0.869], [0.987, 3.674, -0.706], [-0.867, 3.080, 0.165], [0.619, 2.893, 2.800], [-1.156, 2.839, 2.635], [1.034, 0.610, 2.476], [-1.245, 1.115, 4.274], [-1.388, -0.552, 3.636], [0.237, 0.106, 4.357], [-1.464, 0.318, 1.066], [2.180, 1.150, 0.707], [2.950, 1.937, -0.659], [1.207, 0.813, -1.902], [-0.043, 1.170, -0.660], [1.162, -0.174, -0.631], [-0.729, -3.308, -2.980], [-1.794, -2.407, -2.269], [-1.363, -2.580, -3.180], [3.159, -0.266, 3.653], [1.983, 0.565, 4.251], [2.499, 0.364, 3.470], [1.348, -1.650, -4.404], [0.041, -2.015, -3.776], [0.660, -1.337, -3.838], [0.361, -2.933, -0.761], [0.794, -4.298, -0.939], [0.044, -3.808, -0.950], [-3.545, -0.066, -0.208], [-3.796, 1.232, -0.913], [-3.231, 0.899, -0.330], [0.322, -1.254, 0.990], [1.189, -2.556, 1.208], [0.943, -1.823, 0.547], [-2.881, -3.331, -0.469], [-1.988, -2.079, 0.111], [-2.792, -2.327, -0.423], [1.689, 1.727, -3.989], [1.016, 0.207, -3.820], [1.165, 1.055, -3.435]],
  "forces_ev_per_a": [[-1.7, -1.4, -5.6], [1.4, 1.9, -0.6], [0.9, -0.8, 1.9], [1.3, -1.2, -2.8], [-2.4, -1.5, 3.3], [-0.1, 0.0, -0.6], [-0.4, -0.2, 0.5], [2.5, -2.0, 2.9], [1.0, 1.0, 1.9], [0.4, -1.3, 2.0], [0.0, -0.1, 1.4], [-1.4, -0.2, -1.5], [-0.2, -0.1, -0.4], [-2.2, 1.1, -0.5], [0.4, -0.2, -0.1], [2.2, 2.1, -0.2], [-1.1, -0.2, 0.1], [-0.1, 0.5, 0.3], [0.1, 0.2, 0.3], [-1.6, -0.2, -0.1], [-0.6, 0.9, -1.6], [1.1, -0.5, -0.2], [-1.2, 2.4, -0.2], [-1.0, 0.3, 0.3], [0.8, -0.3, -2.0], [-0.8, -0.9, 2.1], [1.2, -1.2, 0.8], [0.4, -0.2, 0.4], [-0.6, 1.2, -0.7], [0.8, -0.4, -0.6], [-2.5, -1.3, 0.3], [2.6, 2.0, -0.2], [0.1, 1.0, 0.4], [3.5, -2.8, 0.0], [-3.7, 1.3, -0.6], [0.7, 2.2, -0.4], [-3.8, 2.4, -3.9], [3.2, -4.8, 4.4], [-1.0, 0.9, 0.8], [-0.5, 1.8, -1.5], [1.8, -2.3, 0.8], [0.5, 2.0, 0.4], [-1.2, -1.0, -0.7], [0.8, -0.9, 0.3], [-1.3, -2.1, 1.0], [-0.4, -1.4, -1.2], [1.8, 4.2, -0.6]],
  "mulliken_charge": [-0.7851, -0.1209, -1.1812, 0.9253, -0.9238, -0.3032, -0.3007, -0.1249, 0.4403, 0.3000, 0.2133, 0.2610, 0.4910, 0.0547, 0.3708, 0.2380, 0.1144, 0.0380, 0.0566, 0.4176, 0.4629, 0.2822, 0.2963, 0.3683, 0.3512, -0.7383, 0.2803, 0.2820, -0.5990, 0.2859, 0.3554, -0.6389, 0.4113, 0.2421, -0.5991, 0.3163, 0.2574, -0.5846, 0.3327, 0.3546, -0.8523, 0.3284, 0.2992, -0.6875, 0.3000, 0.4144, -0.7027]
}



| no. | E_HOMO (eV) | DFT total energy (hartree) | gap between HOMO and LUMO (eV) |
| --- | --- | --- | --- |
| 1 | -8.43 | -1757.13292 | 8.12 |
| 2 | -11.03 | -1145.99091 | 8.53 |
| 3 | -12.53 | -995.45770 | 10.15 |